Record 1
Computed, not measured: C14H24O2P2Tc as an isolated structure, with ωB97M-V/def2-TZVPD.

Calculated values
- Energy relative to the best compared isomer or geometry (same formula, charge and spin): 12.2 kcal/mol
- Net charge: +2
- ⟨S²⟩: 0.761
- 2S+1: 2
- E: -1461.2572 Eh
- HOMO-LUMO gap (alpha / beta): 7.3 / 7.6 eV

Geometry (Å):
Tc (-0.12, 0.84, -0.17)
C (-1.65, -1.41, -2.34)
P (-0.96, -1.26, -0.67)
C (-2.23, -1.85, 0.46)
C (0.42, -2.46, -0.63)
C (1.63, -1.91, -1.38)
P (1.88, -0.12, -1.09)
C (2.25, 0.61, -2.70)
C (3.35, 0.12, -0.08)
H (-1.98, -2.44, -2.51)
H (-0.91, -1.14, -3.09)
H (-2.51, -0.75, -2.44)
H (-2.43, -2.91, 0.30)
H (-3.15, -1.29, 0.29)
H (-1.90, -1.68, 1.48)
H (0.08, -3.40, -1.07)
H (0.64, -2.67, 0.42)
H (1.49, -2.04, -2.45)
H (2.54, -2.45, -1.11)
H (3.14, 0.14, -3.12)
H (2.44, 1.68, -2.59)
H (1.41, 0.46, -3.39)
H (4.21, -0.34, -0.55)
H (3.19, -0.31, 0.91)
H (3.54, 1.19, 0.03)
C (1.08, 1.11, 4.32)
C (0.72, 2.14, 3.46)
C (0.34, 1.84, 2.16)
C (0.34, 0.51, 1.71)
C (0.73, -0.52, 2.58)
C (1.08, -0.22, 3.87)
H (1.36, 1.34, 5.34)
H (0.72, 3.17, 3.81)
H (0.04, 2.66, 1.51)
H (0.75, -1.55, 2.23)
H (1.37, -1.01, 4.56)
C (-4.00, 2.47, -1.31)
O (-3.15, 1.28, -1.06)
C (-1.92, 1.47, -0.82)
O (-1.26, 2.51, -0.74)
H (-5.00, 2.08, -1.39)
H (-3.68, 2.94, -2.23)
H (-3.90, 3.15, -0.47)


Record 2
Computed, not measured: C14H25BCuF4N3O4Sb as an isolated structure, with ωB97M-V/def2-TZVPD.

Calculated values
- Energy relative to the best compared isomer or geometry (same formula, charge and spin): 2.9 kcal/mol
- ⟨S²⟩: 0.754
- 2S+1: 2
- E: -3318.9085 Eh
- HOMO-LUMO gap (alpha / beta): 8.4 / 7.6 eV

Geometry (Å):
Cu (0.64, 0.43, -0.46)
O (1.16, 0.60, 1.62)
C (0.65, -0.21, 2.40)
C (0.24, -1.56, 2.08)
C (-0.27, -2.32, 3.14)
C (-0.61, -3.63, 2.95)
C (-0.44, -4.25, 1.70)
C (0.06, -3.52, 0.65)
C (0.39, -2.15, 0.79)
O (0.83, -1.51, -0.25)
N (-1.14, -4.41, 4.07)
O (-1.43, -5.57, 3.85)
O (-1.25, -3.86, 5.14)
H (0.52, 0.09, 3.45)
H (-0.40, -1.87, 4.11)
H (-0.70, -5.29, 1.59)
H (0.20, -3.97, -0.32)
N (2.69, 0.33, -1.08)
C (3.42, 1.24, -1.98)
C (3.75, 2.57, -1.32)
C (2.60, 3.56, -1.13)
C (1.59, 3.27, -0.02)
N (0.45, 2.44, -0.45)
H (3.16, 0.26, -0.18)
H (2.67, -0.61, -1.44)
H (2.81, 1.39, -2.87)
H (4.35, 0.77, -2.31)
H (4.50, 3.05, -1.95)
H (4.23, 2.38, -0.36)
H (2.06, 3.70, -2.08)
H (3.05, 4.53, -0.90)
H (1.20, 4.21, 0.37)
H (2.07, 2.76, 0.82)
H (0.07, 2.81, -1.31)
H (-0.29, 2.56, 0.25)
F (-2.50, 1.99, 0.13)
B (-2.27, 1.93, 1.55)
F (-1.81, 0.63, 1.85)
F (-3.43, 2.22, 2.23)
F (-1.24, 2.85, 1.82)
C (-1.30, -1.75, -2.87)
Sb (-1.64, -0.16, -1.49)
C (-2.76, 1.12, -2.76)
C (-3.14, -1.11, -0.34)
H (-2.23, -2.03, -3.36)
H (-0.90, -2.61, -2.32)
H (-0.57, -1.46, -3.62)
H (-3.60, 0.56, -3.18)
H (-2.13, 1.48, -3.58)
H (-3.13, 1.95, -2.18)
H (-3.89, -1.51, -1.02)
H (-3.58, -0.39, 0.34)
H (-2.68, -1.92, 0.23)


Record 3
Computed, not measured: C14H25BrF4N2O9S as an isolated structure, with ωB97M-V/def2-TZVPD.

Calculated values
- E: -4706.6107 Eh
- HOMO-LUMO gap: 9.6 eV

Geometry (Å):
C (1.37, -0.14, 3.53)
C (1.13, 1.28, 3.00)
C (0.07, 1.26, 1.89)
F (0.73, 0.92, 0.73)
C (-0.74, 2.58, 1.64)
C (0.17, 3.51, 0.84)
C (-0.06, 5.02, 0.97)
O (1.22, 5.65, 1.01)
N (-1.15, 3.09, 2.95)
C (-2.07, 2.19, 3.46)
O (-2.10, 1.68, 4.53)
C (-3.08, 2.05, 2.30)
O (-3.89, 3.19, 2.42)
O (-3.84, 0.91, 2.26)
N (-5.33, 1.09, 2.44)
O (-5.85, 0.18, 1.98)
C (-2.15, 2.21, 1.02)
Br (-2.84, 3.66, -0.08)
S (-2.23, 0.86, -0.26)
O (-1.16, 1.07, -1.18)
O (-3.58, 0.80, -0.70)
C (-1.94, -0.89, 0.44)
F (-0.67, -1.24, 0.25)
F (-2.72, -1.69, -0.27)
F (-2.22, -1.02, 1.74)
H (2.40, -0.27, 3.85)
H (1.14, -0.89, 2.78)
H (0.73, -0.33, 4.40)
H (0.83, 1.91, 3.84)
H (2.05, 1.65, 2.56)
H (-0.63, 0.46, 2.14)
H (0.16, 3.21, -0.20)
H (1.19, 3.34, 1.19)
H (-0.64, 5.27, 1.87)
H (-0.62, 5.40, 0.12)
H (1.17, 6.44, 1.55)
H (-0.41, 3.36, 3.58)
H (-3.82, 3.57, 3.30)
C (1.74, -2.90, -2.07)
C (2.87, -3.57, -1.32)
O (3.23, -2.87, -0.13)
H (2.02, -1.87, -2.33)
H (1.50, -3.44, -2.99)
H (0.84, -2.85, -1.46)
H (3.78, -3.60, -1.92)
H (2.60, -4.60, -1.07)
H (2.46, -2.82, 0.43)
C (2.67, -4.57, -6.77)
C (1.89, -5.25, -5.66)
O (0.98, -4.37, -5.01)
H (3.22, -3.71, -6.37)
H (3.38, -5.25, -7.23)
H (2.00, -4.20, -7.55)
H (2.56, -5.60, -4.88)
H (1.36, -6.12, -6.06)
H (0.35, -4.05, -5.67)


Record 4
Computed, not measured: a 5-piece molecular cluster, C14H25Cl11NO overall, with ωB97M-V/def2-TZVPD.

Calculated values
- Energy relative to the best compared isomer or geometry (same formula, charge and spin): 10.4 kcal/mol
- ⟨S²⟩: 0.756
- 2S+1: 2
- E: -5740.4014 Eh
- HOMO-LUMO gap (alpha / beta): 9.2 / 9.4 eV

Geometry (Å):
C (-1.85, 2.65, -3.08)
C (-0.74, 2.38, -1.99)
C (-0.18, 1.01, -2.49)
C (1.01, 0.62, -1.68)
C (2.11, 1.74, -1.57)
C (1.57, 3.16, -1.29)
N (0.34, 3.38, -2.04)
O (-0.24, 4.75, -1.87)
C (1.39, 3.26, 0.32)
C (2.63, 4.12, -1.75)
C (-1.42, 2.25, -0.62)
H (-1.52, 2.55, -4.12)
H (-2.23, 3.66, -2.90)
H (-2.68, 1.94, -3.07)
H (-0.97, 0.27, -2.57)
H (0.17, 1.22, -3.50)
H (1.37, -0.32, -2.08)
H (0.73, 0.42, -0.65)
H (2.74, 1.70, -2.46)
H (2.76, 1.45, -0.74)
H (0.62, 4.00, 0.56)
H (1.07, 2.27, 0.65)
H (2.36, 3.55, 0.72)
H (3.62, 3.88, -1.35)
H (2.82, 4.26, -2.81)
H (2.45, 5.08, -1.27)
H (-1.87, 3.19, -0.30)
H (-0.80, 1.81, 0.16)
H (-2.25, 1.55, -0.66)
Cl (2.30, -0.32, 2.49)
C (1.13, -1.41, 3.21)
C (0.05, -1.84, 2.25)
Cl (-0.81, -0.48, 1.64)
H (0.83, -0.97, 4.16)
H (1.62, -2.32, 3.56)
H (-0.66, -2.56, 2.68)
H (0.54, -2.35, 1.42)
C (2.28, -6.02, 1.98)
Cl (3.55, -6.16, 0.76)
Cl (0.92, -4.96, 1.40)
Cl (3.02, -5.34, 3.33)
H (1.79, -6.95, 2.27)
C (-2.15, -3.49, -1.94)
Cl (-1.30, -2.72, -0.64)
Cl (-2.84, -2.23, -3.03)
Cl (-3.37, -4.62, -1.19)
H (-1.36, -4.04, -2.45)
C (-3.59, -2.60, 4.52)
Cl (-4.04, -3.96, 3.57)
Cl (-4.55, -2.69, 5.98)
Cl (-3.83, -1.10, 3.66)
H (-2.54, -2.65, 4.83)